This record from the OMol25 dataset describes a molecular structure, C8H18I2NOP2PtS in a non-equilibrium geometry. The level of theory is wB97M-V/def2-TZVPD.

Last column: Mulliken charge in e.
Element x y z (Å)
I: 4.6993 -1.7560 -3.3925  0.503
I: 2.4321 -3.1819 -3.9615  0.417
Pt: -0.1340 -0.0176 0.0340  0.282
P: 0.4672 -1.5023 1.6289  0.447
C: 1.7730 -2.7332 1.2672  -1.099
C: 0.9978 -0.5043 3.0222  -0.994
H: 1.1183 -1.1117 3.9224  0.424
H: -0.8358 -3.0930 2.9071  0.420
H: 0.2665 0.2893 3.2013  0.284
H: -1.8225 -1.7234 2.2892  0.401
H: 2.7274 -2.2395 1.0260  0.358
H: 1.9443 -0.0359 2.7279  0.365
C: -1.0085 -2.4241 2.0604  -1.100
H: 1.9175 -3.3974 2.1369  0.433
H: -1.2945 -2.9935 1.1703  0.385
H: 1.4927 -3.3488 0.3981  0.355
P: -0.6606 1.5642 -1.4982  0.448
C: 0.1909 1.5649 -3.1199  -1.104
C: -2.4127 1.3968 -1.8349  -1.097
H: -0.7684 3.1173 0.3171  0.283
H: -0.7429 3.9667 -1.2594  0.424
H: 0.7536 3.2097 -0.5875  0.365
C: -0.3350 3.1302 -0.6870  -0.993
H: -2.9664 1.3922 -0.8867  0.402
H: -2.7795 2.1948 -2.4847  0.421
H: -0.2068 2.3748 -3.7557  0.434
H: 0.0369 0.6046 -3.6371  0.356
H: -2.5499 0.4200 -2.3091  0.385
H: 1.2770 1.7010 -2.9977  0.358
C: 1.2839 -0.5653 -1.0226  0.570
O: 2.1707 -0.9037 -1.6841  -0.373
S: -2.4502 0.4306 1.3077  -0.113
C: -2.3266 1.6510 2.4452  0.529
N: -2.2550 2.5235 3.2567  -0.177

Multiplicity = 5
Charge = +3
DFT total energy = -2240.0716 a.u.
Energy relative to the best compared isomer or geometry (same formula, charge and spin) = 0.0 kcal per mole
⟨S²⟩ = 6.0402
Gap between HOMO and LUMO (spin up / spin down) = 7.7 / 5.5 eV


This record from the OMol25 dataset describes a molecular structure, C25H75HfN12O5P4 in a non-equilibrium geometry. The level of theory is wB97M-V/def2-TZVPD.

Last column: Mulliken charge in e.
Element x y z (Å)
Hf: 0.3875 1.7113 4.4650  1.261
C: 1.0179 -1.5823 -0.0038  -0.433
O: 0.9214 -0.7598 1.1169  -0.419
H: 1.1790 -1.0179 -0.9222  0.191
H: 1.8192 -2.2868 0.2192  0.254
H: 0.2346 -2.3293 -0.1320  0.302
O: -3.4587 3.4751 2.7085  -0.834
P: -4.8624 3.7343 2.2138  0.116
N: -5.4005 5.3342 1.9676  0.238
C: -6.8165 5.6797 2.1487  -0.827
C: -4.6142 6.2228 1.2015  -1.156
N: -5.9448 3.1053 3.3459  0.235
C: -7.2862 2.5739 2.9870  -0.845
C: -5.8386 3.5491 4.8083  -0.889
N: -5.2083 2.9791 0.7696  0.281
C: -6.1093 3.5240 -0.2999  -0.886
C: -4.5864 1.6874 0.4601  -1.153
H: -6.9500 6.6507 1.6718  0.441
H: -6.9177 5.7606 3.2310  0.220
H: -7.4930 4.9257 1.7463  0.215
H: -5.1244 6.5223 0.2859  0.448
H: -3.5687 5.9908 0.9983  0.287
H: -4.5594 7.2137 1.6524  0.439
H: -7.3488 2.4015 1.9126  0.226
H: -7.7083 1.7244 3.5239  0.338
H: -8.0522 3.3364 3.1284  0.343
H: -6.2501 2.8055 5.4908  0.325
H: -4.8334 3.8313 5.1213  0.238
H: -6.5208 4.3982 4.8505  0.319
H: -5.7806 4.5060 -0.6399  0.228
H: -6.0821 2.8171 -1.1292  0.429
H: -7.1385 3.5350 0.0587  0.304
H: -3.9601 1.3318 1.2783  0.336
H: -3.9292 1.8219 -0.3990  0.367
H: -5.4118 0.9919 0.3088  0.367
O: 1.7994 -3.9138 -7.0499  -0.775
P: 0.3789 -3.4786 -7.2398  0.495
N: -0.7479 -4.5686 -6.4608  0.177
C: -0.7865 -5.9435 -7.0325  -1.019
C: -0.8930 -4.5531 -5.0081  -1.023
N: -0.1536 -3.2904 -8.8301  0.296
C: -1.5519 -3.4225 -9.2427  -1.228
C: 0.7148 -2.9486 -9.8772  -0.931
N: -0.0273 -1.9350 -6.5411  0.234
C: -1.3471 -1.3067 -6.8510  -1.067
C: 1.0608 -1.0097 -6.2606  -0.955
H: -0.7992 -5.9200 -8.1221  0.333
H: -1.6487 -6.5405 -6.7354  0.374
H: 0.0850 -6.5219 -6.7257  0.394
H: -1.5609 -5.3428 -4.6640  0.387
H: -1.3663 -3.6571 -4.6065  0.250
H: 0.0702 -4.7226 -4.5268  0.366
H: -2.1167 -3.9626 -8.4828  0.430
H: -1.9344 -2.4451 -9.5368  0.343
H: -1.5140 -4.1068 -10.0903  0.486
H: 1.7097 -3.2910 -9.5926  0.343
H: 0.4432 -3.4140 -10.8247  0.324
H: 0.7772 -1.8608 -9.9050  0.334
H: -2.0605 -2.0868 -7.1166  0.404
H: -1.7631 -0.8009 -5.9797  0.353
H: -1.2521 -0.5645 -7.6436  0.396
H: 1.8127 -1.0290 -7.0495  0.323
H: 1.5810 -1.2676 -5.3381  0.282
H: 0.6002 -0.0232 -6.2069  0.420
O: 1.2794 -2.7986 5.8376  -0.820
P: 1.7496 -4.2175 6.0541  0.493
N: 3.0118 -4.7307 5.0273  0.265
C: 3.5225 -6.1282 4.8039  -0.925
C: 3.9969 -3.8191 4.4975  -1.062
N: 0.4848 -5.3386 5.7582  0.229
C: 0.0440 -5.7622 4.4445  -1.111
C: -0.3246 -5.8380 6.8526  -1.074
N: 2.4014 -4.5629 7.6087  0.266
C: 2.6280 -3.4987 8.5149  -1.009
C: 2.5516 -5.8923 8.2075  -0.979
H: 4.2507 -6.3445 4.0222  0.392
H: 2.7286 -6.8524 4.6210  0.318
H: 3.8932 -6.5900 5.7190  0.322
H: 4.5308 -4.2985 3.6769  0.403
H: 4.7561 -3.5896 5.2450  0.318
H: 3.3922 -2.9684 4.1831  0.349
H: -1.0189 -5.5330 4.3685  0.388
H: 0.5779 -5.2851 3.6226  0.321
H: 0.0139 -6.8432 4.3080  0.383
H: -0.1560 -6.8953 7.0571  0.341
H: -0.0877 -5.3180 7.7808  0.338
H: -1.3836 -5.7073 6.6299  0.345
H: 1.7469 -3.4059 9.1498  0.327
H: 3.4832 -3.7638 9.1366  0.388
H: 2.8969 -2.5580 8.0343  0.270
H: 3.4741 -5.9947 8.7790  0.382
H: 2.5500 -6.6677 7.4415  0.283
H: 1.6748 -6.2529 8.7455  0.339
O: 2.5233 3.9664 0.8931  -0.884
P: 3.3319 4.4189 -0.2793  0.288
N: 4.5083 5.6972 0.0942  0.197
C: 5.0376 5.7369 1.4650  -0.837
C: 5.4925 6.2036 -0.8857  -1.011
N: 2.3243 5.0256 -1.5078  0.309
C: 1.1074 4.2931 -1.8499  -1.160
C: 2.4196 6.3639 -2.1217  -0.982
N: 4.2624 3.2014 -0.9957  0.234
C: 4.6659 3.2462 -2.3942  -0.927
C: 5.2085 2.3557 -0.2099  -0.768
H: 5.8707 6.3996 1.6992  0.398
H: 5.4168 4.7401 1.6901  0.236
H: 4.2407 5.9532 2.1765  0.294
H: 5.2006 6.1807 -1.9357  0.261
H: 6.4292 5.6941 -0.6598  0.429
H: 5.7814 7.2343 -0.6801  0.330
H: 1.1813 3.2056 -1.8414  0.317
H: 0.2028 4.6175 -1.3355  0.403
H: 0.8220 4.4231 -2.8938  0.440
H: 3.3607 6.5705 -2.6315  0.287
H: 1.7185 6.5194 -2.9417  0.362
H: 2.2264 7.1264 -1.3671  0.374
H: 5.1530 2.3045 -2.6474  0.443
H: 3.7891 3.5383 -2.9721  0.302
H: 5.5029 3.9172 -2.5872  0.310
H: 4.7058 1.4555 0.1437  0.259
H: 5.5402 2.9384 0.6495  0.130
H: 5.9935 1.8902 -0.8059  0.435

Charge = +3
DFT total energy = -3442.8533 a.u.
Energy relative to the best compared isomer or geometry (same formula, charge and spin) = 319.9 kcal per mole
Gap between HOMO and LUMO = 1.1 eV


This record from the OMol25 dataset describes 2 unconnected molecules or ions with the total composition C2H8N4O in a non-equilibrium geometry. The level of theory is wB97M-V/def2-TZVPD.

Last column: Mulliken charge in e.
Element x y z (Å)
N: 1.2060 0.0731 -0.6102  -0.612
C: 1.5934 1.2701 0.0332  0.595
N: 1.7970 2.2921 -0.8377  -0.439
N: 1.7501 1.4940 1.3079  -0.726
H: 1.5963 -0.7677 -0.1700  0.284
H: 1.4793 0.0392 -1.6082  0.211
H: 1.3959 2.2997 -1.7474  0.182
H: 2.2522 3.1227 -0.4848  0.232
H: 1.2795 0.7597 1.8241  0.222
C: -2.3784 -1.8713 0.3887  0.088
N: -1.1151 -1.3712 0.4803  -0.311
O: -3.0539 -1.8966 -0.6307  -0.536
H: -2.7412 -2.2740 1.3659  0.302
H: -0.8960 -0.8652 1.3134  0.209
H: -0.6910 -0.9510 -0.3601  0.300

Charge = 0
DFT total energy = -375.2789 a.u.
Energy relative to the best compared isomer or geometry (same formula, charge and spin) = 17.4 kcal per mole
SMILES = N=C(N)N.NC=O
Gap between HOMO and LUMO = 9.7 eV


This record from the OMol25 dataset describes 2 unconnected molecules or ions with the total composition H3NO2 in a non-equilibrium geometry. The level of theory is wB97M-V/def2-TZVPD.

Last column: Mulliken charge in e.
Element x y z (Å)
H: 1.9264 -0.1758 0.5972  0.241
H: -1.4798 0.0315 0.9346  0.302
H: -1.0285 -0.0786 -0.4663  0.359
N: 1.6446 -0.2397 -0.4709  0.009
O: 0.7628 0.6254 -0.6676  -0.288
O: -1.8254 -0.1628 0.0730  -0.623

Charge = 0
DFT total energy = -206.9201 a.u.
Energy relative to the best compared isomer or geometry (same formula, charge and spin) = 5.7 kcal per mole
SMILES = N=O.O
Gap between HOMO and LUMO = 9.2 eV